# C49H67BFN2O30S2

A 8-piece molecular cluster, C49H67BFN2O30S2 overall at a distorted geometry (ωB97M-V/def2-TZVPD, the Open Molecules 2025 dataset).

```
! RIJCOSX wB97M-V def2-TZVPD def2/J DEFGRID3
* xyz 1 1
C -4.59542 5.94659 4.61333
C -5.12050 6.40129 3.20966
C -4.30483 7.53917 2.55319
C -2.76678 7.28525 2.53083
C -2.17175 7.34507 1.08500
C -0.87402 6.45631 0.95214
C -0.86611 5.80526 -0.45749
C -0.58102 4.26055 -0.45942
S 0.98034 4.07334 0.54299
O -0.28577 3.95160 -1.79882
C -0.60924 2.65911 -2.24855
C 0.51374 1.71771 -1.75910
O 1.75112 2.31687 -2.19381
C 2.75145 1.45990 -1.71840
C 3.09277 0.29856 -2.41164
C 4.04742 -0.57940 -1.93259
C 4.69868 -0.33629 -0.72365
C 4.37868 0.82856 -0.04246
C 3.41549 1.70653 -0.52610
O -0.52042 2.83901 -3.67828
C -0.57225 1.71768 -4.33997
N -0.52424 0.66426 -4.85378
C -2.07024 2.17180 -1.91982
C -2.19104 0.62905 -1.79540
O -3.39563 0.16902 -2.41558
C -3.91410 -0.95852 -1.77924
C -5.27287 -0.98090 -1.53456
C -5.87120 -2.04767 -0.86932
C -5.12864 -3.13579 -0.41341
C -3.73602 -3.11731 -0.69426
C -3.15905 -2.04577 -1.35115
N -2.76754 2.97038 -0.83924
O -3.20822 4.14894 -1.47488
S -4.25983 2.30301 -0.13162
O -5.21874 2.06168 -1.13725
O -4.69122 3.30076 0.77300
F -3.99693 1.00206 0.65592
C -1.81618 3.54249 0.18817
B -1.36121 2.54100 1.36898
O -1.29987 3.08051 2.65597
O -1.00123 1.23883 1.21165
C 0.04084 0.76119 2.10345
C 0.73658 -0.42022 1.36105
H -3.60106 6.34818 4.85429
H -4.50388 4.84718 4.58506
H -5.27681 6.22700 5.42529
H -5.22621 5.51104 2.56453
H -6.14992 6.76415 3.37360
H -4.70712 7.70074 1.53828
H -4.50966 8.45454 3.13185
H -2.24007 8.00361 3.17787
H -2.60737 6.26169 2.91215
H -1.96266 8.39134 0.81680
H -2.96860 6.93330 0.43942
H -0.02991 7.13062 1.12983
H -0.98326 5.71025 1.75623
H -0.00808 6.22797 -1.00934
H -1.75725 6.05620 -1.04573
H 0.68656 4.48018 1.79767
H 0.57894 1.62184 -0.66379
H 0.50356 0.70344 -2.18432
H 2.57085 0.09743 -3.35481
H 4.27823 -1.49386 -2.48005
H 5.43715 -1.03223 -0.32520
H 4.86094 1.06018 0.90735
H 3.18920 2.59637 0.06196
H -2.64310 2.37837 -2.84105
H -2.09070 0.25018 -0.76461
H -1.39589 0.13136 -2.37308
H -5.93526 -0.17342 -1.84569
H -6.94486 -1.99239 -0.68010
H -5.61100 -3.94763 0.12496
H -3.10257 -3.94044 -0.36711
H -2.07982 -2.01795 -1.53857
H -3.95721 3.95004 -2.07504
H -2.40899 4.34128 0.66245
H -2.12637 3.56436 2.80831
H -0.42288 0.32252 2.99968
H 0.79370 1.52268 2.33591
H 1.39844 0.02857 0.60141
H -0.04012 -0.96844 0.80320
H 1.28266 -1.07425 2.04745
C -4.74675 -8.20615 2.29052
C -4.78966 -6.80522 2.84535
O -4.20228 -6.03449 1.79136
C -4.36325 -6.72935 0.63655
O -4.13613 -6.29281 -0.44645
O -4.81670 -7.98215 0.87743
H -5.57980 -8.81919 2.62874
H -3.81222 -8.72158 2.51958
H -5.80883 -6.45217 3.01453
H -4.22191 -6.70015 3.76689
C 3.05855 0.40667 4.61923
C 4.35031 0.24691 5.37490
O 5.09565 -0.63991 4.53530
C 4.61203 -0.52393 3.28042
O 5.12174 -1.00126 2.31611
O 3.46590 0.21190 3.25944
H 2.61032 1.38948 4.75436
H 2.32327 -0.35792 4.88132
H 4.89913 1.18724 5.46964
H 4.20404 -0.18075 6.36431
C 7.26778 -2.53445 7.69319
C 6.68771 -3.63085 8.55037
O 5.37425 -3.14040 8.83371
C 5.04219 -2.27042 7.85424
O 3.95135 -1.81222 7.70301
O 6.10526 -1.98553 7.06641
H 7.97063 -2.90596 6.95125
H 7.75338 -1.75366 8.28168
H 6.60253 -4.57985 8.01768
H 7.24963 -3.79014 9.46760
C 7.86947 0.94399 -0.84726
C 8.20759 0.42191 0.52780
O 9.61728 0.21866 0.44642
C 10.09504 1.03360 -0.53475
O 11.24607 1.22851 -0.74202
O 9.07853 1.59329 -1.24123
H 7.03858 1.64527 -0.83623
H 7.64893 0.14419 -1.55738
H 8.00032 1.15047 1.31604
H 7.69340 -0.50785 0.76422
C -6.07744 -10.65832 -0.95465
C -5.16794 -11.86055 -0.95699
O -5.05051 -12.16046 0.43573
C -6.14170 -11.64854 1.06177
O -6.42943 -11.86334 2.19391
O -6.85796 -10.85420 0.22556
H -6.71171 -10.61054 -1.83725
H -5.52879 -9.71973 -0.86011
H -5.60733 -12.71870 -1.46969
H -4.19360 -11.65091 -1.39278
C -2.11644 -1.52993 -7.81086
C -0.86404 -0.71677 -7.59800
O 0.09505 -1.40147 -8.40452
C -0.58608 -2.08185 -9.36687
O -0.08073 -2.61681 -10.29536
O -1.92424 -2.06383 -9.12051
H -3.02213 -0.92833 -7.76633
H -2.20486 -2.35622 -7.10168
H -0.96466 0.30918 -7.96288
H -0.55196 -0.69205 -6.55908
C 4.07903 1.25291 -6.91819
C 4.76780 2.59215 -7.01203
O 5.40716 2.70450 -5.73977
C 5.58253 1.44803 -5.25498
O 6.23119 1.17988 -4.29883
O 4.91611 0.53538 -6.01154
H 4.01755 0.74207 -7.87658
H 3.07586 1.32629 -6.49042
H 5.52964 2.61769 -7.79362
H 4.07174 3.41318 -7.17038
*
```

Values from the calculation:
E_tot: -5194.82677 Eh
HOMO: -11.29 eV

# C49H72BrCrFN8O5PSb2

C49H72BrCrFN8O5PSb2 as an isolated structure at a distorted geometry (ωB97M-V/def2-TZVPD, the Open Molecules 2025 dataset).

```
! RIJCOSX wB97M-V def2-TZVPD def2/J DEFGRID3
* xyz 1 5
Cr 0.26231 -0.33001 -0.11416
C 2.14286 3.01169 1.66871
Sb 0.34228 2.33327 0.71605
C 0.39395 3.80235 -0.95332
C -0.90329 3.53746 2.08300
C -1.27155 4.85980 1.50918
C -0.41344 5.94360 1.70906
C -0.67939 7.19560 1.18308
C -1.82736 7.38743 0.43039
C -2.68661 6.32193 0.21930
C -2.43717 5.05648 0.75128
C -3.47998 3.99195 0.56869
Sb -2.87191 1.96647 -0.03479
C -3.77706 1.11500 1.74622
C -4.56167 1.77714 -1.42580
H 2.19595 4.09624 1.56527
H 3.00484 2.55063 1.20207
H 2.09045 2.73135 2.71988
H 0.76872 4.71953 -0.50231
H -0.61897 3.97332 -1.31775
H 1.04857 3.48150 -1.76093
H -0.26274 3.65810 2.95548
H -1.76605 2.94727 2.38581
H 0.47863 5.79288 2.30783
H 0.00073 8.01767 1.36627
H -2.05773 8.36225 0.01995
H -3.59007 6.47932 -0.35954
H -4.20623 4.31714 -0.17756
H -4.02262 3.84694 1.50688
H -4.85399 1.00360 1.61606
H -3.58384 1.79816 2.56968
H -3.30974 0.15735 1.97197
H -5.51293 1.79788 -0.89257
H -4.47967 0.85556 -2.00142
H -4.51839 2.62772 -2.10597
F -6.70102 -0.85761 -0.26966
C -5.81900 -1.87887 -0.35315
C -4.48426 -1.58727 -0.30567
C -3.52204 -2.59506 -0.31755
C -2.09902 -2.26239 -0.27545
O -1.72897 -1.06792 -0.34683
C -1.23538 -3.39220 -0.14402
C -1.75037 -4.65173 -0.15479
N -3.05788 -4.95579 -0.30647
C -3.48042 -6.33358 -0.31271
C -3.97946 -6.94572 -1.59261
C -2.65887 -7.36057 -1.02204
C -3.97962 -3.92985 -0.35502
C -5.34367 -4.20111 -0.45831
C -6.28832 -3.18432 -0.47163
N -7.65808 -3.52221 -0.63248
C -8.29695 -4.26484 0.43727
C -9.46289 -5.05636 -0.14054
N -10.41383 -4.09883 -0.79630
C -9.72146 -3.29827 -1.86126
C -8.56022 -2.54902 -1.22090
C 0.27089 -3.34431 -0.02127
O 0.84758 -4.39861 0.21863
O 0.84823 -2.22565 -0.22800
H -4.16875 -0.56312 -0.22221
H -1.06114 -5.47663 -0.03671
H -3.96514 -6.63826 0.60847
H -3.96117 -6.32192 -2.47676
H -4.81498 -7.63130 -1.54689
H -1.76563 -7.04281 -1.54150
H -2.57344 -8.32955 -0.55252
H -5.68254 -5.22298 -0.55453
H -8.66532 -3.60143 1.23810
H -7.58618 -4.95640 0.88366
H -9.99201 -5.61914 0.62619
H -9.10121 -5.73477 -0.91064
H -10.76696 -3.45231 -0.08711
H -11.20987 -4.60097 -1.18812
H -10.43525 -2.61419 -2.31635
H -9.34920 -3.99502 -2.60955
H -8.95196 -1.82924 -0.48648
H -8.04373 -1.98461 -1.99283
O 0.06187 -0.50164 1.64509
O -0.15609 0.71207 2.28855
N 1.97607 0.41053 -0.24886
P 3.51311 0.28811 -0.02804
N 4.34452 -0.97957 -0.77825
C 4.17590 -2.36567 -0.30121
C 3.94778 -3.32364 -1.46263
C 5.17805 -3.35083 -2.37686
C 5.79406 -1.94269 -2.47482
C 4.74066 -0.88034 -2.18086
N 4.25042 1.64500 -0.69514
C 3.52508 2.33216 -1.76985
C 3.98983 3.77990 -1.84950
C 5.47106 3.84932 -2.27623
C 6.18201 2.51708 -2.00626
C 5.69829 1.90860 -0.69161
N 3.96587 0.22094 1.57769
C 3.19110 -0.60063 2.51014
C 4.07161 -1.64265 3.19777
C 5.26304 -0.97866 3.88717
C 6.02083 -0.10451 2.88913
C 5.05841 0.89824 2.25417
H 3.33607 -2.42429 0.38563
H 5.08553 -2.67514 0.23080
H 3.06720 -2.98933 -2.01374
H 3.70954 -4.31078 -1.07173
H 4.89661 -3.71157 -3.36892
H 5.91727 -4.04694 -1.97531
H 6.22695 -1.76879 -3.46194
H 6.59662 -1.82838 -1.74273
H 3.88607 -1.00976 -2.86327
H 5.15362 0.10888 -2.36234
H 2.46483 2.26248 -1.54446
H 3.68104 1.84915 -2.74629
H 3.85605 4.23913 -0.86708
H 3.36010 4.32343 -2.55655
H 5.97370 4.64832 -1.72764
H 5.54910 4.09237 -3.33732
H 7.26008 2.67003 -1.93672
H 6.01626 1.82174 -2.83101
H 5.92906 2.64047 0.09252
H 6.24291 0.98652 -0.47202
H 2.36886 -1.06984 1.98069
H 2.74682 0.05163 3.27516
H 4.43802 -2.35397 2.45518
H 3.46683 -2.19489 3.92135
H 5.92576 -1.73473 4.31391
H 4.90455 -0.35046 4.70961
H 6.45747 -0.72808 2.10293
H 6.83257 0.43366 3.38618
H 5.58396 1.55165 1.56883
H 4.63510 1.52385 3.05361
Br 0.10305 -0.00378 -6.87065
C 0.14219 -0.06871 -4.98454
C -0.45936 0.92909 -4.23558
C -0.40649 0.83318 -2.85952
N 0.17697 -0.17265 -2.20171
C 0.76744 -1.11679 -2.94580
C 0.77917 -1.10778 -4.32626
H -0.95130 1.76601 -4.70987
H -0.84994 1.61151 -2.25238
H 1.25343 -1.90912 -2.39364
H 1.28077 -1.89201 -4.87484
*
```

Values from the calculation:
E_tot: -7264.48631 Eh
⟨S²⟩: 6.037
HOMO (spin up / spin down): -7.77 / -8.15 eV

# C49H79Cl4F7N3O23S4

A 13-piece molecular cluster, C49H79Cl4F7N3O23S4 overall at a distorted geometry (ωB97M-V/def2-TZVPD, the Open Molecules 2025 dataset).

```
! RIJCOSX wB97M-V def2-TZVPD def2/J DEFGRID3
* xyz -1 1
C 0.61504 1.53551 -2.27228
C 0.99449 1.21424 -0.78707
C 0.30058 -0.09236 -0.22262
N 0.38373 -0.24410 1.34504
C -0.61110 0.74116 2.01622
C -0.66745 0.59699 3.56837
C -1.01084 -0.85105 3.98056
C -0.23912 -1.91154 3.22284
C -0.09302 -1.67759 1.71379
C 1.79043 0.08049 1.86266
H -0.37505 1.98275 -2.36059
H 0.56873 0.66519 -2.92688
H 1.38074 2.21868 -2.63982
H 0.65745 2.10144 -0.25097
H 2.08408 1.21731 -0.75735
H 0.74752 -1.01109 -0.60248
H -0.77155 -0.14882 -0.41088
H -1.59479 0.45507 1.64393
H -0.32576 1.75571 1.73805
H -1.38343 1.28163 4.02304
H 0.30733 0.89804 3.95212
H -2.08799 -0.94223 3.84080
H -1.01259 -0.94069 5.06688
H -0.73848 -2.86684 3.38451
H 0.73251 -1.91770 3.71679
H -1.10134 -1.72201 1.30218
H 0.52772 -2.39193 1.17296
H 1.87554 1.16537 1.80036
H 2.47536 -0.46949 1.21729
H 1.96206 -0.18705 2.90528
N -3.09821 -4.92600 -3.19832
S -2.89551 -4.75440 -4.65605
O -3.90774 -5.25133 -5.62634
O -1.50007 -4.71569 -5.12408
F -3.23370 -3.18999 -4.72380
S -2.69740 -6.56574 -3.22867
O -1.32635 -6.95705 -3.13238
O -3.64641 -7.45384 -3.87706
F -3.18137 -6.76637 -1.63367
N 5.30676 -7.20931 -0.94322
S 6.24287 -6.71548 0.18317
O 5.74946 -5.60076 0.98924
O 7.71097 -6.89298 0.07508
F 5.77451 -7.96205 1.02768
S 5.91238 -5.98941 -1.96133
O 7.18263 -6.24908 -2.56669
O 5.47995 -4.62423 -1.72672
F 4.96719 -6.39744 -3.21107
C 5.35130 -2.71858 9.67014
Cl 5.32122 -4.43002 9.21689
Cl 3.69018 -1.97677 9.55551
H 5.71258 -2.56576 10.68711
H 6.02831 -2.20579 8.98690
C -7.59767 -4.01156 0.28930
Cl -7.18107 -4.65710 1.86138
Cl -9.38960 -3.93399 0.26479
H -7.15686 -3.03447 0.09164
H -7.27414 -4.73286 -0.46113
C -0.09633 5.70713 -12.50719
C -0.59074 5.59029 -11.05294
O -1.87708 6.22379 -10.92726
C -1.95474 7.56496 -10.82685
O -1.05609 8.31550 -10.64585
O -3.22038 7.87263 -11.00530
C -3.67890 9.21391 -10.90691
H -0.89626 5.38933 -13.17593
H 0.75179 5.04929 -12.69700
H 0.16185 6.72782 -12.78941
H 0.22292 5.90338 -10.39870
H -0.82675 4.53864 -10.89038
H -4.65691 9.29877 -11.38062
H -3.00788 9.90979 -11.41049
H -3.75352 9.44557 -9.84443
C -4.61427 -11.89091 4.51853
C -3.37203 -11.27796 5.26033
O -2.39891 -10.87700 4.22991
C -1.13568 -10.45600 4.42359
O -0.32550 -10.29632 3.50086
O -0.83688 -10.36255 5.66838
C 0.41296 -9.88006 6.05812
H -4.49911 -12.82207 3.96375
H -4.98938 -11.18030 3.78204
H -5.42110 -12.05769 5.23220
H -2.82672 -12.02708 5.83440
H -3.55242 -10.37215 5.83919
H 1.24364 -10.46513 5.66348
H 0.41786 -10.03883 7.13649
H 0.41034 -8.80482 5.87933
C -9.54460 2.31799 0.42468
C -10.46998 1.68167 1.38352
O -11.80342 1.65590 0.83741
C -12.79404 2.46797 1.34570
O -12.58670 3.44125 2.01771
O -14.03596 2.09067 1.00439
C -14.40921 0.99800 0.22677
H -9.48900 1.89059 -0.57649
H -8.55241 2.41488 0.86543
H -10.00541 3.27553 0.18204
H -10.30305 2.20870 2.32291
H -10.20229 0.63751 1.54532
H -14.47706 0.05810 0.77458
H -13.74728 0.91871 -0.63559
H -15.34508 1.09666 -0.32324
C 0.07939 11.50060 -3.31629
C -0.38103 10.26623 -4.22200
O -0.82586 9.20078 -3.41629
C -2.10844 8.86655 -3.21038
O -2.49852 7.98937 -2.48716
O -2.99315 9.70631 -3.89911
C -4.34135 9.44134 -3.77527
H 0.70100 11.33464 -2.43642
H -0.79066 12.08135 -3.00996
H 0.67804 12.17585 -3.92764
H 0.48374 9.83679 -4.72782
H -1.05769 10.64728 -4.98687
H -4.69118 9.76141 -2.79381
H -4.59592 8.38499 -3.86131
H -4.90907 9.95568 -4.55068
C 5.02860 7.12151 1.36793
C 4.87595 6.81271 2.91328
O 3.52860 6.49085 3.32425
C 3.15524 6.52369 4.58191
O 2.04365 6.23033 4.92332
O 4.20330 6.77182 5.42449
C 4.01091 6.36454 6.75062
H 4.37768 7.98312 1.21954
H 4.53497 6.27895 0.88368
H 6.04097 7.21513 0.97493
H 5.25443 7.62063 3.53947
H 5.46212 5.95132 3.23347
H 3.38239 5.48123 6.86390
H 3.69598 7.15953 7.42656
H 5.00995 6.13139 7.11894
F 8.78637 0.91433 0.52595
C 9.47957 0.16760 -0.41767
C 9.56657 0.66217 -1.70633
C 10.34559 -0.06462 -2.56775
C 11.12932 -1.09970 -2.14318
C 11.09687 -1.62658 -0.85939
C 10.28266 -0.93874 0.06631
H 8.94181 1.47663 -2.04210
H 10.52937 0.31785 -3.56089
H 11.67364 -1.62798 -2.91197
H 11.66286 -2.50973 -0.60226
H 10.22781 -1.19717 1.11350
F -3.33676 -6.23454 10.16160
C -2.74890 -6.52893 11.37909
C -2.69853 -5.56599 12.41675
C -2.23230 -5.91840 13.67975
C -1.82492 -7.24190 13.93699
C -1.88148 -8.20665 12.95332
C -2.28941 -7.84520 11.68870
H -3.24754 -4.65898 12.21099
H -2.19003 -5.24183 14.52049
H -1.43984 -7.40938 14.93201
H -1.60667 -9.22179 13.19897
H -2.31990 -8.56703 10.88592
F 7.52963 1.07331 -11.43613
C 7.07146 0.87926 -10.19312
C 6.82065 1.96895 -9.35573
C 6.35751 1.69747 -8.11715
C 6.04240 0.40980 -7.67687
C 6.20099 -0.67032 -8.59761
C 6.76570 -0.43927 -9.84461
H 7.05662 2.99663 -9.58936
H 6.21785 2.52092 -7.43243
H 5.70644 0.23628 -6.66522
H 5.95910 -1.69308 -8.34890
H 7.00889 -1.24216 -10.52478
*
```

Values from the calculation:
E_tot: -7941.63925 Eh
HOMO: -6.44 eV